1.
DFT (the ωB97M-V functional and the def2-TZVPD basis) results for a structure of composition C47H45BrCl2N7O3Pb.

Geometry as XYZ:
```
106
Properties=species:S:1:pos:R:3:forces:R:3
Pb 1.276 0.319 0.640 0.14 0.23 0.51
O 4.684 -4.456 3.814 0.39 -0.35 0.20
C 3.926 -3.526 3.277 -0.74 0.72 -0.41
C 2.655 -3.158 3.751 0.17 -0.15 0.02
C 1.941 -2.199 3.070 0.15 -0.22 0.08
N 2.389 -1.580 1.974 0.46 -0.25 -0.03
C 3.604 -1.915 1.544 -0.27 -0.18 0.35
Br 4.205 -1.021 -0.013 0.31 -0.18 -0.16
C 4.406 -2.860 2.136 0.15 -0.21 0.15
H 4.299 -4.880 4.596 -0.03 0.16 -0.12
H 2.239 -3.628 4.630 -0.06 -0.01 0.06
H 0.955 -1.907 3.404 -0.10 0.01 0.12
H 5.379 -3.106 1.744 0.11 -0.01 -0.05
Cl 5.116 3.067 3.128 0.53 -0.12 -0.37
C 4.494 3.505 1.619 -0.03 0.01 0.06
C 4.852 4.705 1.023 0.05 0.15 -0.13
C 4.349 5.076 -0.213 0.17 -0.23 0.46
Cl 4.822 6.552 -0.910 0.01 -0.06 0.04
C 3.419 4.224 -0.894 -0.30 -0.38 -0.11
C 2.915 4.506 -2.175 -0.14 -0.18 0.12
C 1.972 3.669 -2.729 0.09 0.08 0.11
C 1.527 2.575 -1.988 0.12 0.27 -0.05
N 2.031 2.259 -0.808 0.13 0.05 -0.07
C 2.979 3.037 -0.263 0.13 0.58 -0.43
C 3.558 2.598 1.005 0.16 -0.14 0.28
O 3.272 1.499 1.517 -0.10 0.34 -0.11
H 5.545 5.353 1.536 0.08 0.09 0.03
H 3.269 5.374 -2.707 0.01 0.08 -0.07
H 1.578 3.856 -3.716 -0.08 0.03 -0.06
H 0.738 1.941 -2.365 -0.10 -0.08 -0.06
C -1.978 -2.052 0.930 0.00 0.04 -0.09
C -2.121 -1.301 -0.357 -0.03 0.14 0.05
C -2.557 -1.923 -1.514 -0.02 0.16 0.01
C -2.735 -1.195 -2.677 -0.04 0.03 -0.08
C -2.537 0.173 -2.681 0.01 -0.08 -0.01
C -2.122 0.838 -1.536 0.22 -0.06 0.08
C -1.984 2.332 -1.533 -0.04 -0.02 -0.02
C -1.872 0.075 -0.388 -0.52 -0.27 -0.48
N -1.260 0.684 0.713 -0.32 0.49 0.52
C -1.857 1.420 1.565 -0.18 -0.61 -0.73
C -3.330 1.612 1.625 -0.16 -0.12 -0.13
C -1.004 2.173 2.515 0.98 0.56 0.67
C -1.664 2.921 3.617 0.03 0.14 0.22
N 0.255 2.202 2.293 -0.77 -0.75 -0.84
C 1.121 3.052 2.983 0.61 1.32 0.69
C 1.837 2.583 4.090 -0.16 0.16 0.00
C 1.694 1.161 4.529 0.00 0.08 -0.07
C 2.661 3.465 4.770 -0.35 0.45 -0.02
C 2.799 4.788 4.355 -0.17 -0.26 0.17
C 2.132 5.225 3.230 -0.01 -0.16 0.04
C 1.285 4.377 2.525 -0.15 -0.71 0.26
C 0.517 4.897 1.352 -0.13 0.11 0.01
H -2.060 -3.121 0.758 0.01 -0.14 0.08
H -2.763 -1.757 1.626 0.00 -0.05 0.12
H -1.022 -1.837 1.407 0.10 -0.05 0.13
H -2.797 -2.975 -1.491 0.03 -0.19 0.05
H -3.061 -1.687 -3.578 -0.06 0.00 -0.09
H -2.723 0.738 -3.580 -0.02 0.11 -0.14
H -1.684 2.702 -2.510 0.02 0.03 -0.08
H -1.270 2.683 -0.789 0.03 0.07 -0.01
H -2.952 2.782 -1.314 -0.04 0.15 0.08
H -3.813 1.181 0.752 -0.02 0.04 -0.04
H -3.594 2.663 1.716 -0.04 0.07 0.00
H -3.720 1.102 2.505 -0.07 0.01 0.16
H -2.138 3.825 3.233 -0.07 0.08 -0.02
H -0.934 3.221 4.366 -0.03 0.01 0.01
H -2.441 2.320 4.086 -0.06 -0.01 0.05
H 1.983 0.509 3.705 0.04 -0.20 0.02
H 0.665 0.930 4.808 -0.07 -0.08 0.05
H 2.338 0.957 5.380 0.01 -0.09 0.03
H 3.184 3.125 5.650 0.11 -0.08 0.11
H 3.423 5.468 4.911 0.13 0.08 0.09
H 2.240 6.244 2.895 0.03 0.21 -0.04
H 1.153 5.517 0.722 0.01 0.06 -0.10
H -0.303 5.529 1.695 -0.08 0.04 -0.08
H 0.096 4.090 0.757 -0.01 0.00 -0.18
C -6.906 -3.501 -3.982 -0.12 0.07 0.03
C -5.527 -4.016 -3.889 -0.07 0.03 -0.03
C -4.543 -3.615 -4.817 0.88 -0.13 -0.24
C -3.237 -4.011 -4.682 -0.63 0.37 -0.62
C -2.849 -4.826 -3.595 0.95 -0.09 0.29
N -1.512 -5.012 -3.376 -1.17 0.31 -0.90
C -0.950 -5.481 -2.187 0.83 0.17 1.20
O -1.462 -6.285 -1.462 -0.31 -0.26 -0.23
N 0.259 -4.889 -1.855 -0.11 -0.64 0.14
C 0.666 -3.584 -2.160 0.18 0.86 -0.38
C 0.962 -3.170 -3.460 0.11 0.04 0.54
C 1.325 -1.852 -3.668 -0.08 0.04 -0.04
C 1.385 -0.988 -2.588 -0.02 -0.22 -0.19
N 1.124 -1.378 -1.345 0.07 -0.39 -0.39
C 0.792 -2.643 -1.134 -0.12 -0.31 -0.32
C -3.841 -5.313 -2.718 -0.90 -0.23 0.53
C -5.143 -4.905 -2.870 0.57 -0.39 0.35
H -7.467 -4.045 -4.748 0.03 -0.07 -0.10
H -6.908 -2.453 -4.283 -0.04 0.01 -0.02
H -7.445 -3.623 -3.047 -0.04 0.02 0.05
H -4.821 -2.959 -5.626 -0.02 0.09 -0.14
H -2.482 -3.664 -5.375 0.00 0.03 -0.10
H -0.887 -4.615 -4.064 -0.06 0.05 0.07
H 0.578 -5.243 -0.959 -0.04 -0.07 -0.15
H 0.981 -3.877 -4.276 0.02 -0.08 -0.12
H 1.572 -1.502 -4.656 0.07 0.06 -0.13
H 1.685 0.038 -2.712 0.04 0.15 -0.12
H 0.622 -2.937 -0.108 -0.10 -0.08 0.18
H -3.562 -5.988 -1.923 -0.03 0.00 -0.01
H -5.892 -5.253 -2.175 -0.04 -0.08 0.07
```
Positions in Å, forces in eV/Å.

The molar mass is 1113.93 g/mol. Its total charge is +3. The HOMO-LUMO gap (spin up / spin down) is 5.8 / 4.1 eV. The value obtained for the lowest unoccupied orbital energy (spin up / spin down) is -8.918 / -10.340 eV. As for the largest force on an atom: 1.605 eV/Å. The spin multiplicity is 1. The calculation puts the HOMO energy (spin up / spin down) at -14.668 / -14.471 eV.

=====

2.
DFT (the ωB97M-V functional and the def2-TZVPD basis) results for the ion C3H4Cl2NO3 with charge +1.

Geometry as XYZ:
```
13
Properties=species:S:1:pos:R:3:forces:R:3
C 1.466 0.013 -0.148 -1.33 -3.92 2.41
C 0.183 0.783 0.061 3.79 3.53 -0.18
O 0.173 1.978 -0.006 -0.99 -0.20 -0.04
O -0.800 0.009 0.406 -4.84 -1.67 1.58
N -2.201 0.698 0.902 4.04 1.46 1.14
O -2.200 1.567 1.665 0.07 -1.62 -1.40
C -3.333 0.047 0.289 -3.70 1.01 -0.32
Cl -3.372 0.970 -1.301 0.19 -1.16 1.04
Cl -3.152 -1.669 0.340 -0.17 0.58 -0.33
H 2.290 0.250 0.536 -0.72 0.15 0.26
H 1.809 0.192 -1.072 1.08 1.22 -3.58
H 1.293 -1.130 -0.195 0.25 1.75 0.58
H -4.304 0.449 0.876 2.34 -1.13 -1.17
```
Positions in Å, forces in eV/Å.

The molar mass is 172.98 g/mol. Its total charge is +1. The HOMO-LUMO gap is 7.0 eV. The value obtained for the lowest unoccupied orbital energy is -8.153 eV. As for the largest force on an atom: 5.361 eV/Å. The spin multiplicity is 1. The calculation puts the HOMO energy at -15.197 eV. As for the SMILES: CC(=O)O[N+](=O)C(Cl)Cl.

=====

3.
DFT (the ωB97M-V functional and the def2-TZVPD basis) results for a structure of composition C58H54Cl2MoNO4P2S.

Geometry as XYZ:
```
123
Properties=species:S:1:pos:R:3:forces:R:3
Mo -0.456 -0.479 -0.655 0.29 -0.21 -0.81
O -2.169 1.074 3.319 0.08 0.01 0.01
S -0.930 0.749 2.554 -0.22 0.04 0.02
C -0.123 2.361 2.364 0.05 0.01 0.06
C 0.019 3.105 3.538 0.01 -0.01 -0.01
C 0.445 4.413 3.489 0.01 0.03 0.01
C 0.700 5.003 2.253 0.00 -0.03 -0.01
C 0.538 4.268 1.098 0.00 0.06 0.02
C 0.144 2.920 1.120 -0.04 -0.03 -0.04
P -0.024 2.051 -0.524 -0.04 0.09 0.22
C 1.617 2.493 -1.263 0.04 -0.06 0.00
C 1.860 2.213 -2.610 -0.03 0.12 0.04
C 3.078 2.522 -3.194 -0.04 0.02 0.00
C 4.099 3.082 -2.440 0.03 0.01 0.01
C 3.892 3.306 -1.090 -0.02 0.00 0.01
C 2.665 3.010 -0.508 0.05 0.02 -0.07
C -1.156 3.309 -1.293 -0.04 0.04 0.03
C -2.053 4.021 -0.498 -0.08 -0.01 -0.01
C -2.944 4.931 -1.052 0.00 -0.02 0.00
C -2.956 5.150 -2.420 -0.01 0.01 -0.01
C -2.071 4.448 -3.225 0.02 -0.01 0.00
C -1.185 3.537 -2.668 -0.02 0.02 0.03
C 0.197 0.049 3.786 -0.02 -0.02 0.03
C -0.206 0.101 5.114 0.03 -0.02 0.00
C 0.613 -0.448 6.087 0.00 0.01 0.01
C 1.816 -1.049 5.729 0.01 -0.01 -0.01
C 2.184 -1.125 4.396 0.02 -0.01 0.00
C 1.365 -0.595 3.398 0.02 0.04 0.01
P 1.752 -0.673 1.601 -0.19 -0.15 0.02
C 2.207 -2.436 1.391 -0.01 -0.02 0.10
C 2.863 -2.867 0.238 -0.05 -0.04 -0.02
C 3.041 -4.217 -0.020 0.01 0.01 -0.02
C 2.554 -5.168 0.863 -0.01 -0.02 0.01
C 1.884 -4.754 2.004 0.00 0.00 0.00
C 1.707 -3.403 2.264 0.05 -0.04 -0.03
C 3.322 0.282 1.642 -0.05 0.06 0.05
C 4.423 0.010 0.835 0.03 0.04 -0.03
C 5.551 0.820 0.876 -0.04 -0.05 -0.01
C 5.598 1.921 1.715 -0.01 0.01 0.02
C 4.502 2.211 2.518 0.02 0.00 -0.02
C 3.378 1.401 2.479 0.03 -0.01 -0.01
H -0.233 2.647 4.486 0.00 0.01 -0.02
H 0.561 4.982 4.404 0.00 -0.01 -0.01
H 1.014 6.037 2.193 0.00 0.00 0.00
H 0.721 4.741 0.142 -0.01 0.01 0.00
H 1.122 1.676 -3.184 -0.12 0.04 -0.06
H 3.237 2.288 -4.240 -0.01 0.00 0.00
H 5.054 3.312 -2.896 -0.01 0.01 0.00
H 4.687 3.701 -0.469 0.00 -0.01 -0.01
H 2.555 3.176 0.550 0.04 -0.03 0.01
H -2.077 3.866 0.571 -0.01 0.00 0.00
H -3.633 5.461 -0.407 0.01 -0.01 -0.01
H -3.652 5.856 -2.856 0.01 0.00 0.00
H -2.067 4.604 -4.297 0.00 0.00 0.01
H -0.520 3.004 -3.322 0.13 -0.12 -0.05
H -1.161 0.556 5.351 0.02 -0.01 -0.01
H 0.314 -0.413 7.127 -0.01 0.00 -0.01
H 2.458 -1.475 6.491 -0.02 0.02 -0.02
H 3.109 -1.616 4.113 -0.02 0.01 0.01
H 3.167 -2.159 -0.515 0.01 0.03 -0.02
H 3.520 -4.521 -0.944 0.00 0.01 0.01
H 2.667 -6.223 0.647 0.00 0.02 0.01
H 1.469 -5.485 2.688 0.01 0.01 -0.01
H 1.147 -3.113 3.141 0.00 0.00 0.01
H 4.419 -0.840 0.171 -0.01 0.01 -0.02
H 6.395 0.583 0.239 -0.01 0.01 0.00
H 6.479 2.551 1.742 -0.01 0.00 0.00
H 4.519 3.070 3.179 0.00 -0.01 -0.01
H 2.538 1.643 3.119 0.00 0.02 -0.01
Cl 3.060 -4.185 -5.949 -0.01 0.01 0.02
C 2.219 -3.671 -4.495 0.02 0.04 -0.02
C 1.331 -4.546 -3.890 -0.04 -0.03 0.03
C 0.657 -4.117 -2.746 -0.02 0.07 0.05
Cl -0.462 -5.248 -2.034 -0.01 0.04 0.04
C 0.818 -2.854 -2.158 -0.10 0.00 0.06
O 0.162 -2.493 -1.080 0.13 -0.03 -0.08
C 1.788 -1.991 -2.802 -0.01 0.02 0.03
C 2.156 -0.760 -2.240 -0.07 -0.05 0.15
O 1.621 -0.232 -1.169 0.00 -0.05 -0.02
C 2.451 -2.422 -3.980 0.02 -0.01 -0.03
H 1.146 -5.532 -4.291 0.01 0.02 0.01
H 2.968 -0.200 -2.711 0.00 -0.03 0.00
H 3.163 -1.757 -4.456 -0.01 -0.02 0.02
C -4.105 1.670 0.467 -0.03 0.00 -0.06
C -4.593 0.807 -0.701 0.00 0.04 0.12
C -3.945 1.188 -2.027 -0.01 -0.03 -0.02
C -4.540 -0.662 -0.315 0.09 -0.10 0.08
C -5.764 -1.318 -0.314 0.01 -0.01 -0.05
C -5.923 -2.588 0.211 -0.05 -0.03 -0.01
C -4.839 -3.165 0.840 0.02 -0.01 -0.01
C -3.585 -2.562 0.880 -0.02 0.09 -0.08
C -2.561 -3.296 1.733 -0.02 0.01 0.02
C -1.698 -2.406 2.617 0.03 0.04 0.03
C -1.702 -4.258 0.928 0.07 -0.12 0.00
C -3.378 -1.337 0.181 0.11 0.15 -0.03
N -2.105 -0.826 -0.006 -0.10 -0.04 0.19
H -4.385 2.715 0.318 0.02 0.02 -0.03
H -3.023 1.612 0.565 0.08 -0.02 0.00
H -4.529 1.326 1.411 -0.03 0.00 -0.01
H -5.662 1.019 -0.814 0.01 0.00 0.02
H -2.870 1.053 -1.991 0.16 -0.03 0.00
H -4.153 2.237 -2.262 0.02 0.01 0.01
H -4.342 0.572 -2.840 0.00 0.02 0.02
H -6.624 -0.794 -0.722 0.02 -0.03 0.02
H -6.884 -3.088 0.184 0.01 0.01 0.01
H -4.957 -4.118 1.347 -0.02 0.00 -0.01
H -3.172 -3.900 2.413 -0.01 0.01 0.02
H -0.870 -1.992 2.042 0.01 0.03 -0.02
H -1.272 -2.995 3.437 -0.01 0.00 -0.02
H -2.273 -1.584 3.048 -0.01 -0.02 0.01
H -1.066 -3.723 0.228 0.02 0.04 -0.06
H -2.326 -4.953 0.361 0.01 0.01 0.00
H -1.054 -4.844 1.589 -0.04 0.02 -0.01
C -1.123 0.479 -4.788 0.02 0.03 -0.02
O -0.682 0.533 -3.440 -0.02 0.00 -0.02
C -0.994 -0.482 -2.565 -0.12 0.10 0.13
C -1.825 -1.587 -3.147 -0.04 -0.06 0.04
H -0.697 1.351 -5.284 0.00 0.00 0.02
H -2.213 0.534 -4.849 0.01 -0.01 -0.01
H -0.772 -0.421 -5.295 0.01 0.00 0.01
H -2.777 -1.217 -3.543 0.01 0.00 0.01
H -2.039 -2.319 -2.371 0.00 0.00 -0.01
H -1.301 -2.107 -3.959 -0.01 0.00 0.00
```
Positions in Å, forces in eV/Å.

The molar mass is 1089.93 g/mol. Its total charge is -1. The HOMO-LUMO gap (spin up / spin down) is 4.9 / 6.3 eV. The value obtained for the lowest unoccupied orbital energy (spin up / spin down) is 2.213 / 2.213 eV. As for the largest force on an atom: 0.883 eV/Å. The expectation value of S² is 2.09. The spin multiplicity is 3. The calculation puts the HOMO energy (spin up / spin down) at -2.660 / -4.089 eV.

=====

4.
DFT (the ωB97M-V functional and the def2-TZVPD basis) results for a cluster of 5 separate species, C25H39N4O3S in total.

Geometry as XYZ:
```
72
Properties=species:S:1:pos:R:3:forces:R:3
O -2.498 -0.133 2.730 -2.54 -0.19 -4.02
S -3.583 -0.240 1.589 -2.21 1.85 4.51
O -4.409 -1.529 1.819 2.00 3.33 -1.44
O -4.539 1.171 1.629 3.47 -4.90 -0.77
C -2.740 -0.320 -0.124 0.36 -0.55 -0.85
C -2.741 -1.859 -0.689 -0.90 0.21 0.01
C -1.895 -2.093 -2.074 1.00 -0.22 0.68
C -0.357 -1.490 -1.911 3.39 1.93 0.14
C -0.065 0.126 -2.225 2.99 -3.18 1.48
C 1.450 0.717 -2.011 -0.67 -3.22 0.61
C 2.730 -0.193 -1.506 -4.12 -1.73 -0.66
C 2.468 -1.817 -1.213 -3.25 2.94 -1.41
C 0.937 -2.416 -1.413 0.83 3.15 -0.53
H -1.649 0.121 0.071 -3.00 -1.45 -0.64
H -3.362 0.355 -0.884 1.38 -1.25 1.90
H -2.349 -2.584 0.142 -0.81 1.39 -1.60
H -3.877 -2.116 -0.948 2.50 0.29 0.78
H -1.809 -3.276 -2.214 -0.14 2.63 0.12
H -2.470 -1.635 -3.006 1.53 -0.82 1.98
H -0.994 0.788 -2.559 2.43 -1.45 0.83
H 1.607 1.870 -2.208 -0.29 -2.65 0.46
H 3.792 0.316 -1.362 -2.58 -1.34 -0.31
H 3.374 -2.497 -0.879 -2.24 1.55 -0.72
H 0.792 -3.574 -1.179 0.18 2.78 -0.59
C 4.016 -4.531 3.196 0.02 -0.15 0.00
C 3.779 -3.303 4.070 0.23 -0.31 0.06
C 3.082 -2.166 3.322 0.77 0.24 -0.74
C 3.941 -1.720 2.149 4.60 2.72 -6.61
N 4.654 -1.351 1.177 -5.53 -2.98 7.82
H 4.680 -4.307 2.355 -0.12 0.04 0.07
H 4.489 -5.327 3.780 -0.10 0.07 -0.07
H 3.071 -4.916 2.797 0.14 0.05 0.04
H 4.743 -2.956 4.462 -0.19 0.04 -0.02
H 3.167 -3.593 4.932 0.01 0.18 -0.11
H 2.923 -1.316 3.994 0.03 -0.01 -0.29
H 2.105 -2.492 2.949 0.16 0.15 -0.12
C -6.103 5.924 2.859 -0.11 0.07 0.01
C -5.616 4.577 2.335 -0.35 0.16 -0.01
C -4.098 4.413 2.433 0.32 0.73 -0.81
C -3.411 5.488 1.607 3.99 5.86 -4.44
N -2.841 6.381 0.922 -4.53 -6.93 5.36
H -5.697 6.756 2.275 0.04 -0.08 0.08
H -7.194 5.985 2.796 0.10 0.00 0.06
H -5.813 6.065 3.907 -0.04 0.02 -0.11
H -5.935 4.466 1.291 0.15 -0.13 0.19
H -6.100 3.777 2.906 0.27 -0.03 -0.18
H -3.802 3.428 2.058 0.04 -0.06 -0.05
H -3.769 4.493 3.475 0.08 0.12 -0.18
C 2.463 -4.376 -7.073 0.02 -0.04 -0.16
C 3.298 -3.767 -5.952 0.02 -0.03 -0.36
C 2.528 -3.643 -4.636 -0.71 0.85 -0.30
C 1.318 -2.744 -4.831 -6.86 5.04 -0.80
N 0.315 -1.998 -4.994 8.03 -6.02 1.06
H 1.597 -3.752 -7.318 0.08 -0.08 0.12
H 3.061 -4.472 -7.984 -0.07 -0.05 0.11
H 2.102 -5.373 -6.796 0.02 0.13 -0.06
H 3.652 -2.778 -6.270 -0.03 -0.13 0.18
H 4.185 -4.389 -5.791 -0.08 0.10 0.12
H 3.173 -3.214 -3.862 -0.33 0.06 -0.01
H 2.193 -4.628 -4.292 -0.12 0.20 -0.03
C 0.149 4.930 1.993 -0.05 0.00 0.05
C 0.962 3.790 2.598 -0.23 0.30 0.18
C 1.422 2.768 1.556 -1.08 -0.49 -0.24
C 0.212 2.145 0.879 -6.59 -3.65 -3.89
N -0.792 1.628 0.318 8.74 5.37 4.72
H -0.776 4.568 1.534 0.21 0.05 0.02
H -0.133 5.649 2.768 0.03 -0.05 -0.15
H 0.728 5.462 1.229 -0.12 -0.04 0.06
H 0.356 3.292 3.365 0.16 -0.04 -0.15
H 1.840 4.208 3.102 0.02 -0.17 -0.07
H 2.010 1.980 2.037 -0.17 -0.05 -0.24
H 2.051 3.248 0.799 -0.18 -0.14 -0.03
```
Positions in Å, forces in eV/Å.

The molar mass is 475.68 g/mol. Its total charge is -1. The HOMO-LUMO gap is 7.1 eV. The value obtained for the lowest unoccupied orbital energy is 2.305 eV. As for the largest force on an atom: 11.295 eV/Å. The spin multiplicity is 1. The calculation puts the HOMO energy at -4.829 eV.